## w
16
Properties=species:S:1:pos:R:3:nbo_charge:R:1 method="wB97M-V/def2-TZVPD" mol_weight_g_mol=123.1 e_homo_ha="-0.53618 / -0.48229" spin_multiplicity=1 homo_lumo_gap_ev="8.6 / 7.7" charge=+1
H -2.1226 0.6932 -1.4232 0.22
H 2.5660 -3.5509 0.0752 0.29
C -1.5593 0.3334 0.6505 -0.38
C 2.8048 1.2436 -0.2578 0.35
H -2.1339 0.1119 1.5751 0.28
H 0.8212 1.6140 -0.2276 0.46
C -2.6060 0.4103 -0.4907 -0.59
H -3.0832 -0.5592 -0.6192 0.24
N 3.9057 1.5396 -0.3264 -0.20
C 2.1800 -2.5676 0.0846 0.39
N -0.7540 -0.7527 0.5867 -0.06
N 1.5208 0.8748 -0.1748 -0.60
H -1.0798 1.3149 0.8006 0.21
N 1.7813 -1.4701 0.0209 -0.32
H -3.3589 1.1477 -0.2284 0.25
C 1.1179 -0.3829 -0.0456 0.47

## x
16
Properties=species:S:1:pos:R:3:nbo_charge:R:1 method="wB97M-V/def2-TZVPD" mol_weight_g_mol=123.1 e_homo_ha="-0.54150 / -0.54151" spin_multiplicity=1 homo_lumo_gap_ev="9.9 / 9.9" charge=+1
C 0.7436 -1.4845 0.1404 0.33
C -1.8658 -1.5802 0.1224 -0.41
N -0.4768 -0.8662 0.0955 -0.17
N 1.7318 -0.6279 0.1908 -0.48
H -1.7950 -2.4691 -0.6148 0.25
C 0.7687 1.0018 -0.2471 0.58
H 0.8552 3.0465 0.1540 0.30
H -2.6923 -0.9082 -0.1776 0.27
N 4.2014 -0.7340 0.2586 -0.20
N -0.3141 0.4382 -0.1839 -0.21
C 1.3747 2.2893 -0.4705 -0.77
H 2.4598 2.3824 -0.3500 0.30
H 0.7723 -2.5224 0.6070 0.28
C 3.0514 -0.7173 0.2705 0.37
H -1.8685 -1.9169 1.2019 0.24
H 1.1869 2.7362 -1.4807 0.30

Which one sits at the bottom of the stability order? w does.

## w
23
Properties=species:S:1:pos:R:3:nbo_charge:R:1 method="wB97M-V/def2-TZVPD" mol_weight_g_mol=163.2 e_homo_ha=-0.43325 spin_multiplicity=1 homo_lumo_gap_ev=7.3 charge=+1
C -0.5732 2.6767 -1.3177 -0.04
H 2.6687 -1.1692 1.1494 0.21
H -1.1091 3.5493 -1.6311 0.24
H -1.1248 1.5881 -3.0370 0.45
C 0.0641 -2.2593 -0.6665 -0.18
H 0.0941 -2.7921 -1.6527 0.24
N 1.3178 -2.1266 -0.1273 -0.33
H -2.0810 -2.2231 -0.4588 0.22
N -0.5781 1.5763 -2.1209 -0.47
C 0.0305 0.5759 -1.5234 0.09
C 1.0361 0.2437 0.8086 0.40
H -2.0904 -1.8230 1.5196 0.39
H -0.1042 -0.4024 -1.8960 0.24
C -0.0542 2.4294 -0.1395 -0.24
H -0.4855 -1.9760 2.0101 0.38
C 0.3284 0.9924 -0.1878 -0.26
H 0.1566 3.1527 0.7210 0.24
C -1.0923 -2.0813 -0.0481 0.01
N 1.0921 0.8705 1.9628 -0.68
N -1.1536 -1.5521 1.2223 -0.83
H 0.6568 1.7312 2.0563 0.41
C 1.7832 -1.2119 0.5677 0.09
H 1.2183 0.2309 2.7889 0.42

## x
23
Properties=species:S:1:pos:R:3:nbo_charge:R:1 method="wB97M-V/def2-TZVPD" mol_weight_g_mol=163.2 e_homo_ha=-0.46521 spin_multiplicity=1 homo_lumo_gap_ev=7.4 charge=+1 smiles="C1=CN2[C@H]3CNCN[C@]34[NH+]=C1[C@H]24"
N -2.3483 -0.0780 -0.3216 -0.60
H -1.7399 1.8074 -0.7600 0.23
H 2.6479 2.6193 -0.6153 0.26
H -1.4900 -1.6725 -1.1331 0.17
C -1.3062 0.8570 -0.7794 -0.26
H -0.4365 -2.4684 0.9267 0.39
H 4.0562 0.9822 1.0715 0.26
C 1.4860 -0.5742 -0.5238 -0.14
C 2.4935 1.5051 -0.3804 0.09
H -2.7055 -2.1994 -0.0043 0.24
C 2.3298 -0.3860 0.7316 0.42
H -2.9508 0.2437 0.3796 0.38
H 1.2690 -0.5715 2.5320 0.43
C 3.1758 0.8121 0.5519 -0.33
C 0.3109 -0.6875 0.4746 0.32
N 1.2974 -0.5469 1.5779 -0.43
H 0.0973 1.7448 0.6404 0.23
C 0.0637 0.8894 -0.0444 -0.05
H 1.8671 -1.3455 -1.2944 0.27
N 1.3515 0.8153 -0.9223 -0.42
C -1.8864 -1.4629 -0.1889 -0.05
H -1.1086 0.6508 -1.8155 0.21
N -0.7709 -1.4803 0.7652 -0.63

## y
23
Properties=species:S:1:pos:R:3:nbo_charge:R:1 method="wB97M-V/def2-TZVPD" mol_weight_g_mol=163.2 e_homo_ha=-0.50940 spin_multiplicity=1 homo_lumo_gap_ev=8.9 charge=+1
H -2.4469 1.1054 1.8488 0.25
N -0.4743 2.2925 -0.3464 -0.09
H 0.4740 -4.4130 0.2787 0.26
H 2.2054 0.8849 -1.2788 0.44
H 2.0958 3.6373 -0.7715 0.26
H 1.9097 -3.4375 -0.1631 0.26
H 0.4104 4.2067 -1.6160 0.28
C 0.2408 -2.1915 0.2813 0.33
C -1.3486 -0.3750 0.8227 0.31
H -2.9225 0.5612 0.3029 0.25
C 0.6646 2.2153 -0.9131 0.37
N -0.4969 0.4064 0.1916 -0.28
H 1.6408 3.2327 -2.5345 0.26
H -3.3430 -0.4798 1.6451 0.25
C 0.6015 -0.0524 -0.3949 0.58
C -2.6551 0.2540 1.2841 -0.63
H -1.5123 -2.4199 1.5010 0.25
C 0.9646 -3.4257 0.4241 -0.69
N 0.9899 -1.2807 -0.3014 -0.46
H 1.3778 -3.4467 1.3908 0.26
N 1.2738 1.0015 -1.0717 -0.55
C -0.9686 -1.7356 0.9154 -0.28
C 1.3190 3.4601 -1.4951 -0.64

Which one sits at the bottom of the stability order? x does.

## w
38
Properties=species:S:1:pos:R:3:nbo_charge:R:1 method="wB97M-V/def2-TZVPD" mol_weight_g_mol=332.2 e_homo_ha=-0.28423 spin_multiplicity=1 homo_lumo_gap_ev=7.8 charge=0 smiles="CCc1ccc(NCCC(=O)c2ccc(Br)cc2)cc1"
C -1.4300 0.0450 -0.2192 -0.31
C -0.3246 1.9196 0.8250 -0.07
H 0.3585 -2.4108 -2.5218 0.21
C -1.0007 1.3557 -0.2492 -0.14
C 0.8371 -1.5604 -2.0611 -0.19
C -1.1841 -0.7575 0.8958 0.24
C -0.1192 1.1334 1.9511 -0.19
H 2.3269 -0.5929 0.8084 0.24
C 1.0577 -2.7799 0.1551 0.57
H -1.1960 1.9552 -1.1276 0.20
H -1.2503 4.0251 2.3175 0.20
C 2.1380 0.6293 -0.9365 -0.25
H -0.6613 5.3158 1.2629 0.20
H -0.3560 -0.7801 2.8710 0.21
Br 1.8189 2.2872 -3.2269 0.06
C -0.9865 4.2783 1.2931 -0.59
H 0.6626 -0.3569 -3.8248 0.23
C -0.1044 -3.7012 -0.1560 -0.52
H -1.8760 4.1744 0.6759 0.20
C 1.2847 -1.6204 -0.7430 -0.11
C 1.0157 -0.4109 -2.8062 -0.26
C 0.1214 3.3533 0.7859 -0.42
C -0.5392 -0.1808 1.9897 -0.29
H 2.6403 1.4827 -0.5092 0.23
C 1.9636 -0.5260 -0.2054 -0.15
O 1.7426 -2.9560 1.1383 -0.54
H -0.1105 -4.4783 0.6119 0.23
H -1.5789 -2.3911 -1.0758 0.20
H 0.3791 3.6334 -0.2380 0.21
H 1.0088 3.4820 1.4099 0.20
H -1.9668 -0.3523 -1.0677 0.21
C 1.6433 0.6811 -2.2292 -0.04
H 0.0489 -4.1779 -1.1251 0.23
H -1.3946 -2.5147 1.8423 0.37
H 0.3905 1.5522 2.8074 0.21
C -1.4650 -2.9654 -0.1573 -0.20
N -1.6340 -2.0725 0.9627 -0.63
H -2.2605 -3.7177 -0.1235 0.20

## x
38
Properties=species:S:1:pos:R:3:nbo_charge:R:1 method="wB97M-V/def2-TZVPD" mol_weight_g_mol=332.2 e_homo_ha=-0.33619 spin_multiplicity=1 homo_lumo_gap_ev=9.8 charge=0 smiles="O=C(NCCCCc1ccccc1)c1cccc(Br)c1"
C 1.8208 -2.3683 2.0890 -0.05
H -1.6459 4.8780 -3.4538 0.21
H 3.9191 -5.6117 2.1984 0.23
H -0.3206 -0.7379 -0.5535 0.20
H 2.3053 -0.2215 0.8559 0.39
H 1.3158 -2.8009 4.1177 0.25
H -1.9409 -0.3846 -2.3305 0.22
C -0.7745 0.2519 -0.6423 -0.39
H -0.2170 2.3060 -0.3265 0.22
C -2.0193 1.7432 -2.2298 -0.04
C 0.7261 1.1310 1.1965 -0.22
C -3.3029 1.8778 -1.7143 -0.16
H 1.0973 1.2875 -0.9207 0.19
C -1.2772 0.4456 -2.0780 -0.42
H -0.4282 0.4221 -2.7648 0.20
C 0.2406 1.3191 -0.2413 -0.41
C 2.6351 -4.2791 3.2788 -0.06
C 1.8742 -3.1263 3.2533 -0.23
C 3.3329 -4.7066 2.1609 -0.23
C 0.9669 -1.1370 2.1059 0.64
H -4.9823 3.1652 -1.4148 0.21
H 1.3774 1.9631 1.4842 0.20
H -1.6198 0.2892 0.0466 0.21
H -0.4378 2.7464 -3.2645 0.21
C 3.2550 -3.9611 0.9974 -0.20
O -0.0553 -1.0721 2.7580 -0.62
H 2.4400 -2.2428 0.0319 0.21
H -3.9228 5.0970 -2.5270 0.21
C -3.3910 4.1607 -2.4436 -0.22
H 3.7817 -4.2953 0.1162 0.22
Br 2.7278 -5.3041 4.8809 0.06
C -1.4344 2.8363 -2.8550 -0.21
H -0.1247 1.0916 1.8802 0.24
C -3.9845 3.0763 -1.8194 -0.22
N 1.4422 -0.1125 1.3636 -0.61
H -3.7719 1.0332 -1.2297 0.20
C 2.5074 -2.7965 0.9573 -0.22
C -2.1144 4.0371 -2.9629 -0.21

Which one sits at the bottom of the stability order? w does.

## w
8
Properties=species:S:1:pos:R:3:nbo_charge:R:1 method="wB97M-V/def2-TZVPD" mol_weight_g_mol=61.1 e_homo_ha=-0.40800 spin_multiplicity=1 homo_lumo_gap_ev=12.3 charge=0
H -2.7030 -0.2221 -1.0083 0.16
C 0.7759 1.2134 0.2767 0.28
H -1.1997 0.2102 0.0715 0.17
C -1.6363 -0.3056 -0.8718 -0.13
N 1.4885 0.9282 1.1471 -0.72
H 2.0637 0.6602 1.8831 0.44
F -1.2561 -1.6010 -0.8159 -0.38
H -0.9461 0.1094 -1.7085 0.17

## x
8
Properties=species:S:1:pos:R:3:nbo_charge:R:1 method="wB97M-V/def2-TZVPD" mol_weight_g_mol=61.1 e_homo_ha=-0.37122 spin_multiplicity=1 homo_lumo_gap_ev=11.2 charge=0 smiles=FN1CC1
F 0.3260 2.3516 -0.5845 -0.28
H -0.8671 0.9012 1.0917 0.21
H 0.3700 -0.2386 1.5648 0.22
H -0.7651 0.1402 -1.2164 0.23
N 1.0131 1.1774 -0.1106 0.01
H 0.8543 -0.9758 -0.9368 0.23
C 0.0906 -0.1981 -0.7342 -0.30
C 0.0898 0.3281 0.7082 -0.31

Which one sits at the bottom of the stability order? x does.

## w
58
Properties=species:S:1:pos:R:3:nbo_charge:R:1 method="wB97M-V/def2-TZVPD" mol_weight_g_mol=467.6 e_homo_ha=-0.27921 spin_multiplicity=1 homo_lumo_gap_ev=8.1 charge=0 smiles="COCCn1c(SCC(=O)Nc2ccc(OC)c(OC)c2)nnc1-c1c[nH]c2ccccc12"
C 0.5469 -1.2909 1.0604 -0.19
H 4.7158 -2.6989 0.4802 0.21
H 4.4216 -1.1327 -2.6997 0.20
C 3.8731 0.1777 2.0983 -0.23
C -4.0219 2.2089 0.1885 -0.59
C 2.7214 -1.9491 0.8095 0.12
H -3.1013 -1.2108 -1.4405 0.21
H -1.3695 -1.5322 -1.2143 0.21
C -2.3751 -1.8807 -0.9632 -0.09
H -0.1814 -3.1061 -0.0132 0.22
H 4.8133 3.0764 0.0917 0.19
S -4.2202 0.7698 1.3207 0.26
H 4.3884 2.5502 -1.5560 0.18
H -4.4267 -2.9812 -2.1305 0.17
C 3.3738 -0.8380 -2.7429 -0.25
H 5.7419 -0.7726 1.6470 0.21
O -2.4716 -3.1847 -1.4804 -0.54
H -3.7311 -4.6228 -2.0952 0.19
N 1.8952 -2.8779 0.2364 -0.52
H 2.1927 -3.7309 -0.2067 0.42
H -4.9991 2.3344 -0.2733 0.25
N -1.6549 1.2798 2.0656 -0.30
H 0.5724 3.1079 0.3207 0.23
C -0.5733 -0.4609 1.3948 0.34
H 2.7501 -1.6611 -2.3791 0.17
H 3.1069 -0.6104 -3.7806 0.18
C 4.6673 -0.8358 1.5538 -0.22
O 3.2706 0.2915 -1.9167 -0.52
C 4.1064 -1.9126 0.9016 -0.25
C -2.9777 1.8200 -0.8444 0.67
H -3.7514 3.0787 0.7836 0.23
C 0.6387 2.3451 -0.4386 -0.25
C -0.3799 0.8738 -2.0240 -0.27
C -2.5513 -1.8457 0.5705 -0.25
C 2.0241 0.8237 -1.6857 0.28
H 1.8798 0.9337 2.4030 0.25
H 4.3542 1.0031 2.6012 0.21
C 0.5985 -2.4900 0.3884 0.01
O -3.2498 1.0917 -1.7769 -0.63
H -1.6507 2.8878 0.2596 0.42
C -2.5225 0.4380 1.5784 0.14
H 0.9435 -0.4074 -3.0628 0.22
C 2.4998 0.1513 1.9992 -0.20
H -1.2462 0.5063 -2.5456 0.25
C -0.5076 1.8411 -1.0402 0.14
C 4.2566 2.3426 -0.4914 -0.24
O 2.9133 2.5046 -0.0950 -0.50
N -1.9032 -0.7034 1.1460 -0.36
C 1.9097 -0.9267 1.3445 0.00
N -0.4480 0.7240 1.9533 -0.30
N -1.7440 2.3096 -0.5671 -0.60
C -3.7905 -3.6726 -1.5678 -0.25
H 4.6268 1.3408 -0.2675 0.20
C 1.9061 1.8763 -0.7567 0.27
C 0.8754 0.3688 -2.3177 -0.29
H -4.2308 -3.8363 -0.5783 0.16
H -2.1253 -2.7546 1.0067 0.21
H -3.6108 -1.7904 0.8357 0.23

## x
58
Properties=species:S:1:pos:R:3:nbo_charge:R:1 method="wB97M-V/def2-TZVPD" mol_weight_g_mol=467.6 e_homo_ha=-0.30310 spin_multiplicity=1 homo_lumo_gap_ev=8.5 charge=0 smiles="Cc1noc(/C=C/NCc2cccnc2)c1S(=O)(=O)N(C)CC(=O)N1CCc2ccccc21"
C 3.5548 0.9559 1.2635 0.04
N -1.7256 -1.4606 0.7113 -0.66
C 4.6173 -2.3317 -0.8921 -0.21
H -2.8989 -2.4639 -0.6630 0.21
C 0.3850 3.7430 0.9984 -0.23
H -0.0949 3.7455 -1.0577 0.39
C 1.3785 1.6258 1.9605 -0.18
O -3.8706 1.0228 -2.2897 -0.27
H -6.6689 -1.1730 -0.6544 0.24
N 3.6942 2.0206 0.4936 -0.41
O 1.3347 -2.9155 1.6668 -0.61
C 2.6124 -0.5607 -1.5305 0.04
C -3.6057 0.1516 -0.2744 -0.57
C -2.2625 -2.6980 0.1880 -0.44
H 5.4086 -3.0243 -0.6477 0.22
H 2.8672 3.7486 -0.1980 0.19
H -0.9326 -2.3958 2.4345 0.22
C -4.7146 -0.4360 -0.9515 0.20
H -0.5469 -0.6816 2.1905 0.25
H -5.4942 -1.6529 0.5951 0.26
C -0.6693 -1.6406 1.6806 -0.33
C -5.6447 -1.4855 -0.4663 -0.67
C 3.4111 -2.4210 -0.2114 -0.23
H -1.4399 -3.3311 -0.1418 0.22
C 2.4186 0.7128 2.0234 -0.25
C 1.3877 0.2907 -1.6771 -0.45
C -2.0592 2.0438 -1.2122 -0.42
H -0.2539 3.7116 1.8843 0.22
H -5.4785 -2.4143 -1.0100 0.23
N -0.4332 3.4402 -0.1569 -0.56
C 2.7008 2.8891 0.4411 0.03
H -1.6424 2.1192 0.8534 0.25
C 0.6858 -2.0533 1.1052 0.68
H 3.2561 -3.1616 0.5541 0.26
O -2.2824 0.6510 1.9569 -0.97
S -2.9466 -0.4160 1.2558 2.34
C 4.8224 -1.3749 -1.8709 -0.22
H -0.0271 0.3664 0.0012 0.22
H 0.7848 4.7537 0.8826 0.22
H -0.4432 -0.8126 -1.2429 0.21
C -3.1118 1.0874 -1.1796 0.40
O -3.9503 -1.1408 1.9800 -0.93
C 0.3893 -0.3545 -0.7037 -0.20
C 1.5123 2.7494 1.1510 -0.09
C 2.4119 -1.5222 -0.5405 0.13
H 0.4729 1.4793 2.5333 0.22
H 5.7708 -1.3233 -2.3834 0.21
H -1.8654 2.4588 -2.1914 0.22
H 1.0127 0.2857 -2.7011 0.22
H 1.6085 1.3252 -1.4060 0.22
H -2.8523 -3.2311 0.9410 0.21
C -1.3889 2.4945 -0.1273 0.10
N 1.1303 -1.3869 0.0145 -0.44
N -4.8493 0.0929 -2.1364 -0.15
C 3.8141 -0.4776 -2.1974 -0.22
H 2.3521 -0.1683 2.6421 0.23
H 4.3905 0.2699 1.2688 0.21
H 3.9683 0.2741 -2.9562 0.21

Which one sits at the bottom of the stability order? x does.

## w
9
Properties=species:S:1:pos:R:3:nbo_charge:R:1 method="wB97M-V/def2-TZVPD" mol_weight_g_mol=124.1 e_homo_ha="-0.15062 / -0.15286" spin_multiplicity=1 homo_lumo_gap_ev="6.6 / 6.7" charge=-1
O -1.0491 -2.3111 0.1110 -1.01
C 0.5570 0.0202 0.1882 -0.32
S -1.2763 -0.8942 -0.1922 1.55
N 0.6236 1.3220 -0.0545 0.39
O 1.0274 2.0430 0.8357 -0.45
O 0.4301 1.7423 -1.1813 -0.44
H 1.1445 -0.5358 0.9593 0.22
O -2.1785 -0.1794 0.7112 -1.00
H 0.7212 -1.2069 -1.3775 0.05

## x
9
Properties=species:S:1:pos:R:3:nbo_charge:R:1 method="wB97M-V/def2-TZVPD" mol_weight_g_mol=124.1 e_homo_ha=-0.17128 spin_multiplicity=1 homo_lumo_gap_ev=8.6 charge=-1
O -3.1500 -0.7214 0.2705 -0.49
S 0.6154 -0.1177 -0.9537 1.53
H 0.5500 -0.5113 1.5214 0.15
O -1.4766 0.2264 -0.5847 -0.61
O 0.9922 1.0653 -1.7133 -0.97
N -2.1517 -0.8773 -0.4213 0.26
H 1.4926 1.2299 1.1737 0.19
O 2.0103 -0.5390 -0.0254 -0.75
C 1.1179 0.2450 0.7329 -0.31

Which one sits at the bottom of the stability order? w does.